1.
{
  "formula": "C14H18BO2S2Sn",
  "method": "ωB97M-V/def2-TZVPD",
  "charge": -1,
  "homo_lumo_gap_ev": 5.143,
  "multiplicity": 1,
  "homo_energy_ev": -2.71,
  "lumo_ev": 2.43,
  "species": ["Sn", "C", "C", "S", "C", "C", "S", "H", "H", "H", "H", "H", "H", "C", "C", "C", "C", "C", "C", "C", "C", "O", "B", "O", "C", "C", "H", "H", "H", "H", "H", "H", "H", "H", "H", "H", "H", "H"],
  "coordinates": [[-3.20759, -1.51103, 1.47233], [-6.91355, -1.99764, -1.40077], [-5.78739, -1.45549, -0.56110], [-4.25177, -2.33187, -0.63610], [-6.09081, -0.43714, 0.24491], [-7.36345, 0.32546, 0.18409], [-4.88570, 0.29941, 1.33719], [-7.80927, -2.33264, -0.77758], [-6.55736, -2.89723, -1.95910], [-7.30574, -1.32184, -2.18526], [-7.87376, 0.43049, 1.12800], [-8.07113, -0.09794, -0.50685], [-7.23787, 1.37236, -0.14851], [4.93941, -0.92695, -0.89250], [4.63766, 0.42263, -0.11623], [5.01450, 1.56299, -1.04815], [5.48711, 0.44034, 1.17243], [3.15170, 0.55708, 0.24050], [2.72235, 1.69777, 0.92731], [1.37845, 1.89984, 1.18019], [0.50649, 0.87145, 0.82194], [-0.84412, 0.78768, 1.07586], [-1.28085, -0.47031, 0.59889], [-0.17527, -1.14254, 0.03879], [0.91865, -0.27702, 0.17668], [2.24946, -0.46094, -0.14607], [6.01270, -1.01100, -0.93473], [4.53056, -0.92522, -1.91316], [4.71290, -1.86963, -0.44429], [6.10800, 1.55716, -1.24285], [4.77908, 2.52103, -0.57170], [4.36803, 1.57505, -1.92863], [6.60461, 0.51954, 0.96214], [5.30562, -0.47851, 1.74727], [5.12772, 1.26324, 1.77550], [3.48934, 2.44731, 1.20493], [1.07949, 2.78730, 1.70357], [2.53180, -1.39321, -0.57896]],
  "forces_ev_per_angstrom": [[0.51, -0.29, 0.25], [-0.78, -1.63, -0.82], [-0.81, -0.13, 0.21], [-0.39, -0.07, -0.45], [1.41, 0.63, 0.33], [-0.46, 0.83, -0.36], [-0.46, 0.55, 0.07], [1.14, 0.40, -0.69], [-0.32, 0.55, 0.46], [0.28, -0.02, 0.45], [-0.03, -0.22, 0.64], [-0.28, -0.30, -0.26], [0.39, -0.32, 0.04], [0.31, 1.32, -0.13], [-0.12, -1.73, -0.28], [0.32, 0.71, 0.44], [0.65, -0.31, -0.51], [0.27, -0.86, -0.36], [0.63, -0.10, -0.63], [-0.22, -0.65, 0.13], [-0.57, 0.67, 0.29], [0.42, 0.14, -0.16], [-0.28, -0.02, 0.41], [1.12, 0.81, -0.14], [-0.50, -0.32, 0.22], [-0.37, 0.82, 0.73], [0.69, 0.31, -0.50], [0.12, 0.09, 0.29], [-0.91, -0.38, 0.80], [-0.69, -0.05, -0.36], [0.23, -0.05, 0.12], [0.46, -0.31, -0.26], [-1.39, 0.03, 0.24], [0.09, 0.18, -0.14], [0.40, 0.28, 0.31], [-0.78, -0.41, -0.12], [-0.46, 0.15, 0.12], [0.40, -0.29, -0.37]],
  "lowdin_charge": [0.509, -0.179, -0.813, 0.395, -0.793, -0.166, 0.382, 0.093, 0.049, 0.069, 0.060, 0.042, 0.078, -0.067, -0.546, -0.066, -0.054, -0.183, -0.061, 0.017, -0.207, 0.080, -0.656, 0.088, -0.182, 0.067, 0.064, 0.088, 0.064, 0.091, 0.072, 0.092, 0.100, 0.088, 0.058, 0.112, 0.111, 0.106]
}

=====

2.
{
  "formula": "C14H18Cl2F2NO6S",
  "method": "ωB97M-V/def2-TZVPD",
  "charge": -1,
  "homo_lumo_gap_ev": 1.761,
  "multiplicity": 1,
  "homo_energy_ev": -2.21,
  "lumo_ev": -0.45,
  "species": ["C", "C", "C", "F", "C", "C", "C", "C", "O", "O", "C", "Cl", "C", "C", "Cl", "C", "C", "N", "C", "C", "F", "H", "H", "H", "H", "H", "H", "H", "H", "H", "H", "H", "H", "H", "H", "H", "H", "H", "H", "O", "S", "O", "O", "O"],
  "coordinates": [[3.80274, -2.27767, -0.09736], [3.71379, -0.74605, -0.02590], [2.40813, -0.25008, 0.62449], [2.65977, 0.45745, 1.79341], [1.52269, 0.51781, -0.30506], [0.53759, -0.17103, -0.99136], [-0.33211, 0.48027, -1.85014], [-1.36483, -0.30403, -2.56283], [-1.06583, -1.06134, -3.42511], [-2.64530, -0.07894, -2.19513], [-3.13011, -1.05330, -1.23760], [-4.86305, -1.18790, -1.47045], [-2.80916, -0.68984, 0.22119], [-2.49697, 0.78953, 0.48718], [-1.49902, -1.72971, 0.83381], [-0.21281, 1.85866, -2.00098], [0.78574, 2.52278, -1.32259], [1.64604, 1.85850, -0.50278], [2.69614, 2.65038, 0.15428], [2.12704, 3.58164, 1.21428], [2.06324, 4.86871, 0.66916], [4.54750, -2.67295, 0.58461], [4.08129, -2.61064, -1.09122], [2.86320, -2.76608, 0.14618], [3.71268, -0.37792, -1.04888], [4.56649, -0.35117, 0.51557], [1.83612, -1.12408, 0.91924], [0.44872, -1.23250, -0.84326], [-2.66908, -2.00502, -1.47583], [-3.66637, -0.99504, 0.82521], [-1.45642, 0.91186, 0.76718], [-2.74372, 1.43638, -0.34997], [-3.10547, 1.11193, 1.32484], [-0.87952, 2.42669, -2.62761], [0.91791, 3.58531, -1.42227], [3.49625, 2.02514, 0.51655], [3.12120, 3.28911, -0.61554], [1.10568, 3.31415, 1.46217], [2.75400, 3.65349, 2.09462], [-4.44635, -2.17973, 1.84053], [-4.49682, -3.53240, 2.46453], [-3.73774, -4.48871, 1.61366], [-5.90447, -3.97836, 2.57237], [-3.88878, -3.47528, 3.81681]],
  "forces_ev_per_angstrom": [[0.13, -0.13, 0.05], [-0.49, -0.27, -0.31], [0.30, -0.59, 0.12], [0.02, 0.24, 0.13], [-0.74, 0.10, -0.30], [0.64, 0.10, 0.02], [0.14, 0.37, 0.25], [-0.79, 0.03, -0.05], [0.47, -0.70, -0.68], [0.42, 0.35, 0.09], [0.02, -0.21, 0.57], [-0.03, 0.13, -0.15], [-0.20, 0.78, -0.36], [-0.33, -0.19, 0.15], [0.23, -0.23, 0.06], [0.51, 0.43, 0.48], [-0.54, -0.56, -0.37], [0.20, -0.17, 0.08], [-0.06, 0.46, -0.29], [0.00, 0.30, -0.25], [-0.03, 0.06, -0.05], [0.08, -0.02, 0.17], [0.05, -0.01, -0.15], [-0.15, 0.01, 0.00], [0.33, 0.27, -0.06], [0.06, 0.28, 0.02], [-0.24, -0.03, 0.16], [-0.05, -0.12, 0.08], [-0.19, -0.23, -0.11], [-0.07, -0.58, 0.25], [0.20, 0.17, -0.04], [0.02, 0.00, -0.18], [0.01, 0.06, 0.21], [-0.11, 0.03, -0.08], [0.18, 0.17, 0.11], [-0.11, -0.25, 0.13], [0.12, 0.08, -0.09], [-0.06, -0.21, 0.29], [0.05, -0.17, 0.16], [-0.13, 0.52, -0.15], [-0.02, -0.66, 0.47], [0.05, 0.17, -0.14], [0.06, 0.09, -0.11], [0.05, 0.13, -0.14]],
  "lowdin_charge": [-0.075, -0.160, -0.263, 0.004, -0.103, 0.037, -0.092, -0.467, 0.201, -0.050, -0.694, 0.746, -0.690, -0.091, 0.730, 0.046, 0.005, 0.009, -0.079, -0.140, -0.065, 0.074, 0.073, 0.078, 0.111, 0.114, 0.139, 0.101, 0.103, 0.016, 0.043, 0.071, 0.085, 0.137, 0.136, 0.118, 0.137, 0.131, 0.125, -0.485, 0.186, -0.443, -0.420, -0.438]
}

=====

3.
{
  "formula": "C14H18ClCrTi",
  "method": "ωB97M-V/def2-TZVPD",
  "homo_lumo_gap_ev": [6.112, 6.504],
  "de_lowest_ev": 2.414,
  "multiplicity": 4,
  "homo_energy_ev": [-7.95, -7.96],
  "lumo_ev": [-1.83, -1.45],
  "species": ["Cr", "Cl", "C", "H", "H", "H", "Ti", "C", "C", "C", "H", "H", "H", "H", "H", "H", "H", "H", "C", "C", "C", "C", "C", "C", "C", "C", "C", "C", "H", "H", "H", "H", "H", "H", "H"],
  "coordinates": [[0.21014, -1.15148, -1.01884], [-1.50549, -2.29891, -1.87544], [2.15580, -0.66019, -1.69501], [2.85183, -0.46262, -0.85557], [2.21828, 0.19069, -2.39788], [2.53860, -1.55438, -2.22918], [-1.57585, 2.61958, -2.80902], [-3.50515, 3.04985, -2.12484], [-1.57757, 2.54567, -4.88844], [-0.20899, 3.75204, -2.04961], [-0.76433, 3.09058, -5.38226], [-1.40070, 1.46478, -5.03246], [-2.56592, 2.78288, -5.30457], [-3.56057, 3.82311, -1.34608], [-4.21298, 3.21967, -2.94967], [-3.76271, 2.07844, -1.65807], [0.76991, 3.87151, -2.53674], [-0.47158, 4.33961, -1.14961], [1.75800, -0.12172, 4.28512], [1.63655, 0.55623, 3.04892], [1.11838, -0.08479, 1.93043], [0.74359, -1.44603, 1.99784], [0.31524, -2.16046, 0.85129], [-0.03976, -3.48099, 0.94535], [-0.01975, -4.14298, 2.19854], [0.41491, -3.48947, 3.33520], [0.82850, -2.13816, 3.26890], [1.33696, -1.44406, 4.39308], [2.18137, 0.40588, 5.14037], [1.95121, 1.59379, 2.96276], [0.99702, 0.43349, 0.97011], [-0.36511, -4.04167, 0.07426], [-0.35070, -5.17735, 2.25238], [0.44662, -4.00408, 4.29484], [1.41425, -1.95846, 5.35389]],
  "forces_ev_per_angstrom": [[0.74, -0.74, 1.29], [0.54, 0.58, -0.23], [-0.21, -0.52, -0.35], [-0.58, -0.10, -0.14], [-0.26, -0.24, 0.30], [-0.22, 0.38, 0.26], [0.60, 1.55, 0.41], [0.36, -0.28, 0.14], [0.31, -0.16, 0.28], [-1.42, -1.58, -0.51], [-0.30, -0.08, -0.01], [-0.03, 0.01, -0.20], [0.29, 0.05, 0.02], [-0.11, -0.14, -0.31], [0.17, 0.10, 0.30], [-0.12, 0.16, -0.01], [-0.30, 0.36, 0.33], [0.47, -0.09, -0.47], [-0.30, -0.75, -0.21], [-0.30, -0.14, -0.72], [0.31, 0.15, 0.79], [0.09, -0.37, 0.75], [-0.14, 0.46, -1.12], [-0.08, -0.12, 0.16], [0.25, 0.24, 0.47], [-0.24, -0.36, -0.53], [0.06, 0.56, -0.68], [0.35, 0.92, 0.09], [-0.16, -0.21, -0.20], [-0.07, -0.17, 0.09], [0.22, 0.07, 0.39], [0.02, 0.14, 0.10], [0.10, 0.15, 0.02], [-0.01, 0.09, -0.20], [-0.04, 0.10, -0.30]],
  "lowdin_charge": [0.554, -0.008, -0.207, 0.005, -0.008, -0.002, 0.889, -0.244, -0.247, -0.235, -0.008, -0.013, -0.005, -0.006, -0.005, -0.010, -0.058, -0.055, -0.076, -0.075, -0.057, -0.198, -0.185, -0.136, -0.070, -0.034, -0.165, -0.032, 0.103, 0.103, 0.086, 0.071, 0.104, 0.113, 0.113]
}